(1)
The following is a quantum chemistry calculation of a molecular structure, C43H52F10N4O32S2 at a distorted geometry, from the Open Molecules 2025 dataset.

```
143
Properties=species:S:1:pos:R:3:forces:R:3:mulliken_charge:R:1
C 1.4832 -1.3544 -1.9159 -0.245 0.045 -0.308 -0.354
C 1.2308 0.1445 -1.9293 0.009 0.055 -0.099 -0.385
N 1.5000 0.8550 -0.6719 0.311 0.218 -0.820 0.735
C 2.7966 1.4352 -0.4386 -0.274 -0.244 0.023 0.278
C 2.6666 2.3763 0.7594 0.102 0.202 0.100 -0.065
C 3.8926 3.2351 1.0729 0.078 -0.030 0.362 -1.108
N 4.5785 2.7894 2.3097 0.093 0.021 -0.247 -0.437
C 3.8751 0.3710 -0.2614 0.240 0.312 0.026 -0.886
C 3.7433 -0.4591 1.0227 0.255 -0.275 -0.133 -0.165
C 3.7430 -1.9788 0.8242 -0.120 0.301 -0.039 -0.663
S 3.0187 -2.8586 2.2442 0.108 -0.442 0.207 -0.168
C 1.3241 -2.4665 1.8612 -0.012 0.140 0.256 -0.278
S 0.3919 -3.3238 0.8807 -0.020 -0.122 -0.064 0.043
N 0.8797 -1.2493 2.4324 -0.496 0.161 -0.079 1.052
C 0.8612 -0.8577 3.7569 0.000 1.053 -0.084 -0.335
C 0.4142 0.4524 3.7349 0.486 -1.202 0.400 -1.063
N 0.1625 0.8523 2.4506 -0.015 -0.123 -0.332 -0.023
C 0.4355 -0.1829 1.6932 -0.778 -0.056 0.543 -1.216
O 3.2901 2.2301 -1.5788 0.329 -0.118 0.202 -0.485
C 2.4884 3.1804 -2.0705 -0.471 -0.362 -0.062 0.362
O 2.7822 4.3289 -2.1372 0.354 0.674 -0.147 -0.534
H 0.9282 -1.7916 -2.7474 0.036 -0.053 -0.038 0.551
H 1.0751 -1.7962 -1.0082 0.215 -0.052 -0.028 -0.896
H 2.5268 -1.6199 -2.0621 0.093 -0.021 0.236 0.051
H 0.1690 0.2805 -2.1354 -0.046 0.109 0.056 0.372
H 1.7581 0.5873 -2.7780 0.100 0.096 -0.022 0.321
H 0.7765 1.5462 -0.5264 0.028 0.123 0.133 0.635
H 2.4220 1.7923 1.6469 -0.128 -0.004 -0.060 -0.156
H 1.7990 3.0225 0.5993 -0.036 0.012 -0.111 0.345
H 3.5601 4.2599 1.2326 0.005 0.090 -0.085 0.392
H 4.5858 3.2551 0.2341 -0.060 -0.010 -0.155 0.426
H 4.3371 1.8300 2.5215 -0.006 -0.024 0.042 0.200
H 5.5795 2.7975 2.1556 0.039 0.018 0.139 0.302
H 3.9267 -0.2417 -1.1578 -0.070 -0.017 0.044 -0.368
H 4.8195 0.9163 -0.2339 0.059 -0.038 -0.093 0.817
H 2.8411 -0.1963 1.5677 0.117 0.159 -0.007 -0.219
H 4.6039 -0.2414 1.6548 -0.166 0.112 0.268 0.238
H 4.7521 -2.3792 0.7530 0.054 -0.022 -0.086 0.518
H 3.1920 -2.2804 -0.0632 0.021 -0.070 -0.019 0.006
H 1.1579 -1.4939 4.5714 0.087 -0.070 -0.089 0.542
H 0.2936 1.0933 4.5937 -0.075 0.112 -0.073 0.527
H 0.3784 -0.1999 0.6180 0.003 -0.272 0.379 0.884
H 1.5328 2.8103 -2.4690 -0.155 -0.117 0.082 0.258
C -0.1782 4.2216 3.6025 0.103 -0.138 -0.176 0.363
C -0.0819 5.7293 3.6823 -0.155 -0.156 0.123 0.564
O -0.2279 5.9628 5.0768 0.258 0.125 -0.004 -0.370
C 0.2085 4.8587 5.7430 -0.132 0.006 -0.136 0.498
O 0.4442 4.8175 6.9030 -0.023 -0.020 0.049 -0.535
O 0.3399 3.8232 4.8837 -0.041 -0.019 -0.099 -0.275
F -1.0857 6.3524 3.0236 -0.099 0.104 0.264 -0.295
H -1.2148 3.8959 3.5104 -0.040 0.104 -0.011 0.200
H 0.4023 3.7886 2.7958 0.113 -0.089 0.126 -0.440
H 0.8728 6.1383 3.3515 -0.065 0.089 -0.129 0.301
C -1.9013 -6.7587 1.0335 -0.042 0.000 0.014 -0.263
C -1.8992 -6.5746 -0.4717 0.102 -0.146 0.134 0.388
O -1.1131 -7.6634 -0.9134 -0.213 -0.046 -0.173 -0.304
C -1.2127 -8.6586 0.0117 0.050 0.039 0.087 0.557
O -0.8705 -9.7793 -0.1700 0.078 0.038 0.020 -0.516
O -1.7651 -8.1844 1.1429 -0.002 0.033 0.057 -0.307
F -1.3059 -5.4180 -0.8644 0.030 0.058 -0.031 -0.248
H -1.0346 -6.2736 1.4834 0.024 0.054 -0.056 0.143
H -2.8031 -6.4184 1.5294 -0.034 -0.130 -0.008 0.304
H -2.8827 -6.6357 -0.9411 -0.017 0.115 -0.019 0.232
C -2.5910 -3.1154 -3.0577 -0.094 -0.060 0.127 -0.326
C -3.6400 -2.6598 -4.0541 -0.095 -0.349 0.235 0.237
O -3.3641 -1.2708 -4.1635 0.195 -0.322 -0.465 -0.294
C -2.0506 -1.0757 -3.8786 2.049 -3.848 -0.753 0.387
O -1.4454 -0.0795 -4.1025 6.602 -7.864 -3.665 -0.346
O -1.5320 -2.1820 -3.3016 -0.033 0.198 0.138 -0.146
F -4.8988 -2.8322 -3.5977 0.152 0.146 0.016 -0.293
H -2.9524 -2.9953 -2.0355 -0.079 -0.012 -0.013 0.175
H -2.2417 -4.1323 -3.2074 0.138 0.078 -0.084 0.228
H -3.5596 -3.1124 -5.0433 -0.080 0.026 -0.014 0.315
C 3.8222 -1.1130 -6.2220 0.012 -0.013 -0.037 -0.441
C 3.8303 0.3791 -5.9504 0.028 -0.088 0.096 0.315
O 3.9261 0.4223 -4.5383 0.162 0.158 -0.045 -0.187
C 4.5423 -0.7149 -4.1175 -0.098 -0.009 0.064 0.627
O 4.9743 -0.8823 -3.0265 -0.030 -0.101 -0.131 -0.521
O 4.5856 -1.6175 -5.1207 -0.009 -0.047 -0.091 -0.347
F 2.6877 0.9859 -6.3418 -0.094 -0.040 0.069 -0.276
H 2.8053 -1.5043 -6.1703 -0.043 0.058 -0.012 0.265
H 4.2824 -1.3949 -7.1638 0.125 -0.035 0.072 0.288
H 4.6771 0.9171 -6.3789 -0.059 0.060 -0.065 0.218
C -2.7775 -0.9146 2.9034 -0.022 0.019 -0.005 -0.160
C -3.9845 -1.2473 3.7564 0.005 -0.024 -0.109 0.327
O -4.3265 -2.5488 3.2994 0.043 -0.086 0.238 -0.351
C -3.2014 -3.1325 2.8183 -0.008 0.032 -0.125 0.442
O -3.0925 -4.2909 2.5700 -0.033 0.046 -0.063 -0.489
O -2.2263 -2.2194 2.6633 0.009 0.122 0.055 -0.034
F -5.0251 -0.4121 3.5421 0.001 -0.048 -0.093 -0.285
H -3.0835 -0.4689 1.9561 -0.070 0.015 0.012 0.200
H -2.0466 -0.2785 3.3892 0.123 -0.106 0.048 0.087
H -3.7867 -1.2913 4.8285 -0.062 0.063 0.024 0.287
C -2.7238 6.3688 -1.3053 -0.047 0.063 -0.102 -0.119
C -1.5259 7.2355 -1.6370 -0.040 -0.044 0.115 0.358
O -0.6610 6.9854 -0.5418 0.182 -0.124 -0.108 -0.335
C -0.9510 5.7555 -0.0456 -0.164 0.241 -0.058 0.669
O -0.2700 5.1653 0.7260 0.178 -0.234 -0.011 -0.546
O -2.1153 5.3070 -0.5542 -0.011 -0.047 -0.038 -0.284
F -1.8261 8.5533 -1.6782 -0.026 0.008 0.107 -0.292
H -3.4255 6.9049 -0.6660 0.028 0.088 -0.012 0.234
H -3.2437 5.9901 -2.1799 0.055 -0.195 0.047 -0.009
H -1.0118 6.9678 -2.5615 -0.006 0.082 -0.038 0.298
C -0.2676 -12.7535 0.0931 0.002 0.001 -0.013 -0.279
C -1.3079 -13.2635 1.0700 0.002 -0.036 -0.105 0.299
O -1.6184 -14.5395 0.5414 0.063 -0.098 0.209 -0.316
C -0.5327 -14.9907 -0.1498 -0.053 0.078 -0.060 0.601
O -0.3788 -16.1072 -0.5112 -0.028 0.020 -0.033 -0.500
O 0.3384 -13.9772 -0.3476 0.051 0.072 0.009 -0.331
F -2.4292 -12.5068 1.0951 -0.028 -0.029 -0.097 -0.278
H -0.7397 -12.2503 -0.7486 -0.067 0.022 0.026 0.277
H 0.4725 -12.0968 0.5369 0.093 -0.103 0.000 0.260
H -0.9498 -13.3842 2.0940 -0.055 0.079 0.043 0.279
C -7.3721 5.9977 -1.1661 0.029 -0.010 0.043 -0.517
C -7.6802 4.5916 -1.6446 0.013 0.022 -0.023 0.399
O -7.0085 4.5493 -2.8892 -0.047 0.012 -0.086 -0.253
C -5.9677 5.4012 -2.8317 0.061 -0.014 -0.086 0.717
O -5.0510 5.4273 -3.5891 -0.025 0.029 -0.020 -0.546
O -6.0966 6.2374 -1.7757 -0.074 0.043 0.155 -0.297
F -9.0053 4.3955 -1.8428 -0.008 0.063 -0.082 -0.312
H -8.1035 6.7056 -1.5574 -0.046 -0.036 -0.023 0.271
H -7.3005 6.0937 -0.0873 0.147 -0.020 -0.006 0.290
H -7.2915 3.7933 -1.0132 -0.056 -0.052 0.002 0.271
C 6.2145 5.1308 6.4589 -0.040 0.023 0.016 -0.410
C 6.5010 5.2035 4.9721 -0.030 -0.065 0.057 0.442
O 7.5312 4.2461 4.8200 -0.114 -0.134 -0.179 -0.321
C 7.3963 3.3147 5.8067 0.018 0.130 0.058 0.685
O 7.9398 2.2643 5.8248 0.032 0.005 -0.001 -0.506
O 6.5450 3.7709 6.7546 -0.026 0.022 0.052 -0.327
F 6.9578 6.4207 4.5897 0.075 -0.029 0.044 -0.297
H 6.8780 5.7983 7.0105 0.028 0.039 -0.050 0.258
H 5.1809 5.3360 6.7199 -0.033 -0.154 0.007 0.282
H 5.6592 4.9220 4.3361 0.008 0.096 -0.071 0.180
C -2.5962 1.2926 -3.6154 -3.408 3.747 1.396 0.261
C -3.3295 2.1080 -4.6638 0.100 0.159 0.483 0.407
O -4.5801 2.3278 -4.0393 -0.106 0.214 -0.136 -0.360
C -4.4021 2.2927 -2.6984 0.420 -0.246 0.012 0.420
O -5.2030 2.6717 -1.9075 -0.141 -0.023 0.348 -0.542
O -3.1942 1.7663 -2.3999 -0.798 0.992 0.384 -0.130
F -3.5153 1.4276 -5.8151 -0.113 -0.190 -0.197 -0.300
H -2.8173 0.2323 -3.7423 -3.754 5.514 1.487 -0.227
H -1.5221 1.4498 -3.6008 -0.897 1.723 1.016 0.245
H -2.8767 3.0735 -4.8952 -0.026 0.033 -0.156 0.279
```
Positions in Å, forces in eV/Å.

The total energy comes out at -165756.1292 eV. The value obtained for the molecular weight is 1391.0 g/mol. For the orbital gap, the calculation gives 7.9 eV.



(2)
The following is a quantum chemistry calculation of a molecular structure, C43H52FI2N8O3RbS3 at a distorted geometry, from the Open Molecules 2025 dataset.

```
113
Properties=species:S:1:pos:R:3:forces:R:3:mulliken_charge:R:1
Rb 2.0972 -1.5642 -1.0486 -0.322 0.665 -0.984 0.511
N 5.1410 -0.6620 -0.1045 0.165 0.084 -0.222 0.038
C 6.2119 0.1752 0.4594 -0.105 0.012 0.049 -0.634
C 6.0432 1.5966 -0.0834 -0.126 -0.067 -0.024 -0.926
N 4.6694 2.0268 0.1341 0.152 -0.012 0.045 1.128
C 4.1102 2.9221 -0.8650 -0.005 -0.119 0.015 -0.743
C 3.9536 2.2997 -2.2449 -0.005 -0.105 -0.111 -1.088
N 3.0033 1.1776 -2.2701 0.097 0.130 0.182 0.476
C 4.3999 2.4237 1.5151 0.099 0.024 -0.046 -1.493
C 3.3203 1.5746 2.1682 -0.099 0.023 0.016 0.036
N 2.0516 1.7240 1.4625 -0.003 -0.075 -0.003 0.127
H 4.3687 0.0057 -0.2326 -0.061 -0.106 -0.042 -0.066
H 4.8270 -1.3725 0.5735 -0.027 0.012 -0.007 0.292
H 7.1885 -0.2322 0.2033 0.071 -0.002 -0.052 0.492
H 6.1268 0.1758 1.5492 0.008 0.010 0.044 0.290
H 6.2492 1.5853 -1.1539 -0.005 -0.017 -0.010 0.324
H 6.7812 2.2660 0.3806 -0.002 0.010 0.031 0.361
H 4.7066 3.8447 -0.9652 0.021 0.018 -0.033 0.226
H 3.1205 3.2130 -0.5097 0.021 -0.004 0.021 0.207
H 4.9122 1.9301 -2.6141 0.026 -0.009 -0.003 0.477
H 3.6633 3.1131 -2.9204 -0.059 0.021 -0.045 0.547
H 2.9537 0.8158 -3.2156 0.036 -0.016 -0.067 0.181
H 2.0706 1.5272 -2.0557 0.022 -0.036 -0.001 -0.447
H 4.1205 3.4851 1.5559 -0.036 -0.012 -0.026 0.421
H 5.3213 2.3327 2.0985 0.011 0.000 0.043 0.375
H 3.2590 1.8430 3.2319 -0.003 0.000 0.014 0.400
H 3.6205 0.5264 2.1269 -0.037 -0.035 0.001 -0.182
H 1.4935 2.4822 1.8329 0.017 0.011 0.005 0.174
H 1.4931 0.8772 1.4820 0.036 0.034 0.019 -0.205
S -0.4702 0.7513 -3.3598 -0.220 -0.043 0.071 -0.196
C -1.6006 1.4199 -2.3433 -0.196 0.100 0.043 0.193
N -2.8429 0.9621 -2.1448 0.146 -0.054 -0.047 0.263
C -3.8442 1.7658 -1.4473 0.087 -0.073 -0.010 -0.612
C -3.6090 3.2148 -1.7702 0.045 0.072 0.011 -0.867
N -2.2456 3.5642 -1.3887 0.053 -0.065 0.147 0.245
C -2.0757 4.8268 -0.6683 -0.069 -0.112 -0.091 -1.525
C -2.7161 4.7878 0.6998 -0.005 -0.022 0.019 0.620
C -2.4156 3.7603 1.5947 0.019 0.018 -0.042 0.073
C -3.0208 3.7188 2.8409 -0.015 0.006 -0.036 -0.757
C -3.9296 4.7048 3.2097 0.002 -0.026 0.027 -0.491
C -4.2299 5.7301 2.3272 0.004 0.020 -0.014 -0.568
C -3.6273 5.7670 1.0749 -0.009 0.005 0.014 -0.401
C -1.2471 2.6792 -1.5484 0.025 0.049 -0.203 -0.405
S 0.2784 2.8350 -0.9486 -0.186 0.090 0.158 0.063
C -3.3113 -0.3400 -2.6209 0.009 0.040 -0.002 -1.044
C -4.2649 -0.2192 -3.7859 0.094 0.094 -0.046 0.837
C -3.8925 0.5062 -4.9199 -0.063 -0.030 0.055 -0.102
C -4.7608 0.6172 -5.9955 0.020 -0.002 0.033 -0.780
C -6.0079 0.0038 -5.9527 0.012 0.019 -0.030 -0.419
C -6.3821 -0.7172 -4.8305 -0.020 -0.019 0.040 -0.629
C -5.5142 -0.8241 -3.7496 0.023 -0.025 -0.007 -0.225
H -3.7976 1.5955 -0.3673 0.013 -0.015 0.010 0.253
H -4.8223 1.4523 -1.8104 -0.018 0.005 0.006 0.508
H -4.2891 3.8393 -1.1936 -0.021 0.019 0.002 0.462
H -3.7744 3.4033 -2.8347 -0.001 0.003 -0.023 0.346
H -2.5393 5.6131 -1.2678 0.009 0.020 -0.013 0.436
H -1.0091 5.0202 -0.6064 0.080 0.017 0.031 0.453
H -1.6949 3.0001 1.3109 -0.027 0.008 0.002 0.491
H -2.7868 2.9128 3.5247 0.004 0.007 0.001 0.436
H -4.4024 4.6681 4.1836 0.014 0.008 -0.036 0.381
H -4.9393 6.4998 2.6071 0.029 -0.030 -0.010 0.381
H -3.8696 6.5674 0.3828 0.007 -0.033 0.021 0.352
H -3.7989 -0.8349 -1.7786 -0.079 0.021 0.019 0.487
H -2.4421 -0.9371 -2.8705 0.158 -0.106 -0.103 -0.285
H -2.9149 0.9746 -4.9505 -0.015 -0.002 -0.011 0.360
H -4.4648 1.1800 -6.8728 -0.002 -0.018 0.033 0.407
H -6.6836 0.0902 -6.7948 0.016 -0.007 0.029 0.385
H -7.3530 -1.1957 -4.7903 0.027 0.010 -0.003 0.388
H -5.8074 -1.3891 -2.8713 -0.005 0.010 -0.024 0.384
C 1.3881 -5.4875 5.5394 0.039 -0.016 -0.006 -1.921
C 0.0767 -4.8541 5.1034 0.028 0.047 0.046 0.576
C -0.7020 -4.3425 6.3071 -0.016 -0.044 -0.006 -0.973
C -2.0723 -3.8530 5.8728 0.010 0.043 0.007 -1.139
C -1.9505 -2.8746 4.7333 0.018 -0.019 0.011 1.201
C -2.9580 -1.9758 4.4709 -0.027 0.001 0.007 -0.759
C -2.8304 -1.0589 3.4317 -0.088 0.032 0.020 -0.008
F -3.8534 -0.1992 3.2159 0.012 0.008 0.000 -0.385
C -1.7181 -0.9993 2.6520 0.062 0.005 -0.037 -1.140
C -0.6766 -1.9042 2.9004 0.002 -0.009 -0.025 0.726
C 0.5195 -1.8290 2.0554 0.005 0.045 -0.023 0.763
O 0.5843 -1.0089 1.1223 -0.026 -0.041 0.260 -0.553
C 1.5672 -2.7501 2.3859 -0.105 -0.018 0.039 0.585
C 1.3726 -3.6497 3.3784 0.083 -0.047 -0.072 -0.446
N 0.2570 -3.7373 4.1495 0.019 -0.025 0.028 0.182
C -0.7865 -2.8491 3.9296 -0.001 0.011 0.014 -1.106
C 2.8613 -2.6983 1.5811 0.047 0.146 0.208 -0.049
O 2.9031 -3.3792 0.5353 0.158 -0.460 0.500 -0.857
O 3.7216 -1.8879 1.9972 -0.039 -0.158 -0.031 -0.918
H 1.1663 -6.2265 6.3089 -0.007 0.009 0.007 0.445
H 2.0650 -4.7446 5.9671 -0.022 -0.010 -0.023 0.368
H 1.9029 -6.0118 4.7351 -0.030 0.023 0.018 0.510
H -0.5308 -5.6147 4.6009 -0.017 -0.036 -0.021 0.154
H -0.1321 -3.5384 6.7813 -0.006 0.018 -0.013 0.335
H -0.7964 -5.1503 7.0336 -0.014 0.005 -0.001 0.355
H -2.5996 -3.3803 6.7027 0.001 -0.002 -0.003 0.440
H -2.6799 -4.7088 5.5625 0.004 0.003 -0.022 0.346
H -3.8583 -1.9627 5.0745 0.036 -0.017 -0.003 0.506
H -1.6070 -0.2810 1.8488 -0.002 -0.046 0.046 1.071
H 2.1460 -4.3697 3.5960 -0.004 0.030 0.011 0.502
S -0.9596 -3.3259 -2.7179 -0.085 0.051 0.003 -0.320
C 0.3442 -3.0606 -3.7330 -0.017 0.102 -0.023 0.233
N 0.2671 -2.1681 -4.7662 0.149 0.031 0.022 0.001
C 1.3094 -1.8042 -5.5625 -0.123 -0.018 0.033 -0.301
C 2.5333 -2.3587 -5.3893 0.023 0.032 -0.053 -0.642
C 2.6781 -3.3215 -4.3623 -0.003 -0.058 0.062 0.255
C 1.6191 -3.6708 -3.5757 0.184 -0.033 -0.030 -0.955
H -0.6019 -1.6573 -4.8411 -0.101 -0.011 0.029 0.126
H 1.0807 -1.0557 -6.3090 0.040 -0.023 0.020 0.419
H 3.3744 -2.0690 -6.0028 -0.041 -0.012 0.031 0.318
H 3.6538 -3.7643 -4.1975 -0.052 -0.013 -0.012 0.517
H 1.7166 -4.3888 -2.7741 0.044 -0.052 -0.007 0.427
I 5.6836 -1.5697 -2.2766 -0.043 0.136 0.212 0.379
I 6.3628 -2.5456 -4.8284 0.074 -0.011 -0.052 -0.470
```
Positions in Å, forces in eV/Å.

The total energy comes out at -115582.6125 eV. The calculation puts the energy above the lowest of the compared OMol25 structures with the same formula, charge and spin at 0.0000 eV. The value obtained for the molecular weight is 1183.4 g/mol. For the orbital gap, the calculation gives 7.3 eV.